ORCA calculation (ωB97M-V/def2-TZVPD) on one molecule with the formula C9H10S.

Each atom is followed by the atoms it is bonded to, with distances in Å.
Positions of all 20 atoms, in Å:
1 S 2.950 -0.505 -0.551  C13 1.757, C19 1.813
2 H 2.888 2.354 -0.962  C16 1.094
3 C 0.991 -0.967 1.128  H5 1.068, C13 1.325, C20 1.501
4 H 1.103 2.652 -0.586  C16 1.006
5 H 0.485 -1.522 1.886  C3 1.068
6 C -1.090 -0.768 -0.372  C7 1.288, C15 1.446, C20 1.711
7 C -1.031 0.335 0.290  C6 1.288, C14 1.512, C20 1.462
8 H -1.807 -2.790 -0.919  C15 1.121
9 H 2.715 -2.072 1.456  C13 1.091
10 H -2.223 2.126 -0.071  C14 1.187
11 H -2.628 1.263 1.269  C14 1.004
12 H -1.063 -1.970 -2.030  C15 1.051
13 C 2.245 -1.295 0.851  S1 1.757, C3 1.325, H9 1.091
14 C -1.758 1.537 0.849  C7 1.512, H10 1.187, H11 1.004, H18 1.086
15 C -1.726 -1.722 -1.253  C6 1.446, H8 1.121, H12 1.051, H17 1.029
16 C 1.883 2.024 -0.685  H2 1.094, H4 1.006, C19 1.351
17 H -2.687 -1.442 -1.490  C15 1.029
18 H -1.223 2.090 1.615  C14 1.086
19 C 1.603 0.709 -0.551  S1 1.813, C16 1.351, C20 1.589
20 C 0.374 -0.036 0.126  C3 1.501, C6 1.711, C7 1.462, C19 1.589

Computed properties:
2S+1: 1
E_HOMO, eV: -7.4
HOMO-LUMO gap, eV: 8.21
Electronic energy, eV: -20325.3932
SMILES string: C=C1SC=CC12C(C)=C2C
Net charge: 0
Energy above the lowest of the compared OMol25 structures with the same formula, charge and spin, eV: 3.118